170
Properties=species:S:1:pos:R:3:forces:R:3:lowdin_charge:R:1 method="wB97M-V/def2-TZVPD" e_homo_ev=-7.163 smiles="C=CC(=O)OCCCCCCc1c(O)c(P(O)(O)=S)c(CN)c2c1Nc1c(cc(Br)c(B(O)CC)c1CC(N)(N)N)S2.O=S1(=O)CCCC1.O=S1(=O)CCCC1.O=S1(=O)CCCC1.O=S1(=O)CCCC1.O=S1(=O)CCCC1.O=S1(=O)CCCC1" spin_multiplicity=1 lumo_energy_ev=-0.11 energy_ha=-9710.5056
C -7.7205 -3.5913 3.4837 -0.9756 -0.2617 -0.7507 0.024
C -8.7381 -3.9660 2.6192 1.8997 0.3463 -0.1038 -0.044
C -8.3532 -4.8401 1.3749 -1.3352 -0.4538 1.6237 -0.458
O -9.0954 -5.6975 0.9576 0.7051 0.4269 -0.2222 0.091
O -7.1462 -4.5083 0.7889 -1.0223 -0.9749 1.5327 -0.060
C -6.3021 -5.6615 0.5387 1.2719 0.2569 -1.7082 -0.152
C -5.6839 -5.4685 -0.9228 -0.2987 -0.7077 0.8803 -0.160
C -4.4129 -4.5487 -0.8170 -0.4892 -0.4154 -1.5124 -0.203
C -4.7304 -3.0104 -0.7289 0.8449 0.3615 0.3377 -0.172
C -3.4927 -2.2610 -0.0764 -0.7762 -0.2608 0.6283 -0.173
C -3.9022 -1.2863 1.1368 1.2645 0.2542 -1.2273 -0.115
C -2.7764 -1.3427 2.2110 0.1650 -0.1598 1.7590 -0.065
C -3.1859 -1.7211 3.5741 1.8438 -0.0525 -0.1360 -0.220
O -4.5415 -2.0147 3.8390 1.0361 -0.1893 -0.6292 -0.060
C -2.2429 -1.8527 4.6977 0.7040 1.5671 -2.1121 -0.182
P -2.9519 -2.3467 6.3276 -1.1807 -1.8415 1.1046 0.327
O -1.9832 -1.9667 7.6260 -1.3635 0.7755 -1.3017 -0.247
O -4.4352 -1.5930 6.6247 2.7016 0.5212 -1.1354 -0.246
S -3.2971 -4.2695 6.4063 0.1188 0.5429 -0.3346 0.253
C -0.8184 -1.5840 4.4099 -0.8741 -0.1329 -0.5319 -0.159
C 0.2226 -1.7241 5.5805 -0.2337 0.7339 0.1233 -0.256
N 0.3705 -3.1149 6.0456 -0.3767 0.4189 -0.2123 0.010
C -0.4249 -1.2214 3.0587 -0.7908 0.2063 -0.5544 -0.342
C -1.3502 -1.0757 1.9208 -1.7693 -1.1213 2.7472 -0.147
N -0.9741 -0.7426 0.5790 0.4567 0.9432 2.0965 0.094
C 0.0703 0.2466 0.4781 1.7608 2.4232 -1.5259 -0.166
C 1.2200 0.3340 1.3621 -0.7304 0.1952 -0.3657 -0.404
C 2.2888 1.3191 1.2782 -1.3420 0.1356 -1.3948 -0.099
C 2.2263 2.2767 0.1867 -1.9883 -2.1086 0.0994 -0.523
Br 3.6238 3.6316 -0.0819 -0.9929 -0.8773 0.4075 0.763
C 1.0963 2.2152 -0.7654 0.0960 -0.5745 1.2294 -0.061
B 1.1694 3.3120 -1.9633 0.0630 -0.0167 -0.4527 -0.490
O 0.4437 4.5396 -1.9068 1.1939 -0.7839 0.8741 0.056
C 2.1080 3.0641 -3.2417 0.4939 0.3731 -0.6826 -0.175
C 1.8083 4.0025 -4.4830 0.3543 0.1867 -0.6825 -0.131
C 0.0064 1.2301 -0.6278 1.4689 0.4934 1.2816 -0.072
C -1.1610 1.2448 -1.6709 0.7380 -0.7471 0.1899 -0.047
C -0.8253 0.3206 -2.9338 -2.2015 -0.8927 -0.0335 -0.588
N -0.0893 -0.9081 -2.5318 0.4860 0.6524 -0.4176 0.088
N -2.1830 -0.1385 -3.4188 -0.1401 0.6704 0.2557 0.053
N -0.1927 1.0393 -4.0446 -0.3358 -0.3448 0.3894 0.107
S 1.3395 -0.9077 2.6973 -0.7795 0.2867 -0.4760 0.988
H -7.5464 -2.5310 3.8026 -0.9891 -1.3346 0.9292 0.077
H -7.0603 -4.4103 3.8629 0.5554 1.1745 -1.2703 0.083
H -9.7928 -3.6361 2.7639 1.0835 0.4937 -0.9996 0.109
H -5.4246 -5.5953 1.2383 -0.9772 -0.1423 -0.3375 0.125
H -6.8117 -6.6465 0.6631 0.0407 1.0418 -0.1159 0.127
H -5.4437 -6.5131 -1.2800 0.1608 1.0990 0.2696 0.112
H -6.4588 -5.0818 -1.6463 0.7432 -0.1641 0.8879 0.115
H -3.7669 -4.9468 0.0075 -0.5795 0.6137 -0.4955 0.107
H -3.8233 -4.6982 -1.7713 -0.4109 0.1712 1.0278 0.118
H -4.8708 -2.6005 -1.7611 -0.1378 -0.4986 0.7973 0.112
H -5.6395 -2.7531 -0.1305 0.6386 -0.5651 -0.5210 0.099
H -2.8350 -3.0480 0.3883 -0.3125 0.8831 -0.7448 0.115
H -2.9382 -1.6854 -0.8654 -0.3572 -0.7414 0.8057 0.070
H -4.9163 -1.5319 1.5295 1.0537 0.0756 -0.0741 0.105
H -3.9666 -0.2419 0.7000 -0.0245 -0.8843 0.6235 0.123
H -4.6322 -2.9915 3.8369 0.0592 0.5884 0.2400 0.101
H -2.5849 -1.8869 8.3955 0.4084 -0.0834 -0.3867 0.084
H -4.4425 -0.8485 5.9818 -0.5042 -0.3137 0.5265 0.068
H 1.2452 -1.3678 5.2912 -1.0654 -0.2402 -0.0712 0.082
H -0.1259 -1.0088 6.3904 0.2756 -0.6734 -0.7673 0.108
H 0.9606 -3.1712 6.8775 -0.1721 0.1683 -0.5118 0.039
H -0.5187 -3.5309 6.3330 0.2824 0.1297 -0.2176 0.010
H -1.8246 -0.3808 0.1449 0.5109 -0.2145 -0.1690 0.070
H 3.1100 1.2871 2.0396 -0.8346 0.1775 -0.9282 0.102
H 1.1352 5.2111 -1.7186 -0.5451 -0.1234 -0.4677 0.084
H 3.1721 3.2825 -2.9237 -1.0465 -0.3392 -0.1437 0.080
H 2.1121 2.0075 -3.6101 -0.1021 0.7861 0.6954 0.089
H 0.8534 4.5826 -4.4165 0.7351 -0.5412 0.1451 0.062
H 1.7629 3.4173 -5.4487 0.0181 0.4547 1.0690 0.071
H 2.6335 4.7574 -4.6440 -0.8750 -0.7040 0.2870 0.071
H -1.4479 2.2891 -1.9859 0.5086 -1.0453 0.2421 0.132
H -2.1156 0.8025 -1.2549 1.0071 0.5771 -0.2237 0.100
H -0.7277 -1.5189 -2.0085 0.3707 0.3834 -0.2165 0.064
H 0.1351 -1.4171 -3.3971 -0.0286 0.2950 0.4722 0.080
H -2.0808 -0.7346 -4.2458 0.1230 0.3013 0.6865 0.002
H -2.6216 -0.7132 -2.6882 0.2190 0.1909 -0.5531 0.042
H -0.5902 0.6495 -4.9108 0.3668 0.2351 0.3720 0.070
H -0.5010 2.0166 -4.0200 0.1324 -0.4872 -0.0390 0.083
O 5.8347 1.8972 2.4909 -0.0396 -0.2090 0.2122 -0.342
S 6.9833 2.4475 3.1683 0.3645 0.1201 -0.0474 0.661
O 7.6587 1.7410 4.2309 -0.3104 -0.1859 -0.0637 -0.331
C 8.1840 2.9364 1.9404 0.1792 0.2114 -0.3318 -0.222
C 7.8067 4.3710 1.5948 -0.1471 0.1735 -0.1445 -0.224
C 7.4866 5.0510 2.9289 0.0889 0.0742 -0.0334 -0.209
C 6.5797 4.1044 3.7207 -0.0953 0.5219 0.1776 -0.222
H 8.1371 2.2618 1.0871 -0.0596 -0.0979 0.1369 0.112
H 9.1713 2.8897 2.4029 -0.0653 -0.0390 0.0170 0.110
H 8.6132 4.8788 1.0643 -0.2015 -0.1681 0.1735 0.070
H 6.9192 4.3806 0.9537 0.0044 -0.0721 0.0473 0.109
H 8.4148 5.2209 3.4824 -0.0308 -0.0267 -0.0433 0.118
H 7.0102 6.0218 2.7834 0.0073 -0.0577 0.0319 0.115
H 6.7555 4.1788 4.7929 -0.0944 -0.1973 -0.0385 0.101
H 5.5265 4.2845 3.5037 0.0380 -0.1491 -0.0279 0.103
O 2.7820 -3.6324 9.3533 -0.2275 0.0086 -0.1578 -0.317
S 2.7926 -4.7923 8.4953 0.1450 -0.2697 -0.1937 0.671
O 1.7830 -5.0081 7.4871 0.1056 0.1220 0.4681 -0.327
C 4.4051 -4.9237 7.7385 0.4409 -0.0603 -0.0687 -0.228
C 5.2183 -5.7537 8.7248 0.0282 -0.0052 0.1164 -0.224
C 4.2913 -6.8847 9.1806 0.0914 -0.1096 -0.0476 -0.219
C 2.9345 -6.2587 9.5166 0.0951 -0.4546 0.2797 -0.222
H 4.8170 -3.9301 7.5699 -0.1913 0.0285 -0.0091 0.111
H 4.2850 -5.4470 6.7887 -0.0859 0.0653 0.0354 0.111
H 6.1310 -6.1375 8.2675 -0.0409 0.0424 0.0199 0.116
H 5.5029 -5.1404 9.5846 0.0057 0.0043 -0.0691 0.120
H 4.1725 -7.6072 8.3684 0.0011 0.0519 0.0320 0.118
H 4.7001 -7.4211 10.0382 -0.0463 0.0188 -0.0446 0.113
H 2.1112 -6.9349 9.2912 -0.0767 0.2051 0.0008 0.104
H 2.8844 -5.9479 10.5602 -0.0452 0.1103 -0.0973 0.105
O 10.5689 5.3214 0.4929 0.1824 -0.1594 -0.1264 -0.330
S 10.9325 5.1002 -0.8877 0.0565 0.0065 -0.4116 0.671
O 10.6647 3.8530 -1.5585 -0.1072 -0.0226 0.3942 -0.316
C 10.2747 6.4400 -1.8686 -0.0893 0.4204 -0.1464 -0.229
C 11.3691 7.5005 -1.8406 0.0757 0.0633 0.0787 -0.223
C 12.6870 6.7439 -2.0331 0.0286 0.0735 -0.1288 -0.217
C 12.6597 5.5295 -1.1000 0.4983 0.1774 -0.0787 -0.220
H 9.3324 6.7826 -1.4436 0.0044 -0.1795 0.0468 0.110
H 10.1162 6.0644 -2.8805 -0.0079 -0.0748 0.0867 0.111
H 11.2171 8.2529 -2.6153 -0.0123 -0.0348 0.0511 0.116
H 11.3733 8.0085 -0.8720 -0.0470 -0.0124 -0.0505 0.120
H 12.7659 6.4089 -3.0711 -0.0186 0.0108 0.0571 0.118
H 13.5504 7.3781 -1.8278 -0.0351 -0.0601 -0.0096 0.115
H 13.1912 4.6804 -1.5267 -0.1449 -0.0751 0.1490 0.105
H 13.0699 5.7694 -0.1189 -0.1324 -0.0719 0.0066 0.106
O -1.8178 -0.9365 -6.5880 0.1873 -0.0714 0.3671 -0.324
S -2.6491 -2.0825 -6.2962 -0.6185 -0.3587 -0.4235 0.666
O -2.6475 -2.7195 -5.0001 0.3582 0.2224 0.0476 -0.333
C -4.3316 -1.6943 -6.7492 -0.3708 0.0969 -0.1923 -0.218
C -4.4318 -2.1048 -8.2134 0.0648 0.0153 -0.1294 -0.216
C -3.7094 -3.4512 -8.3184 -0.1558 -0.0871 -0.0256 -0.211
C -2.3826 -3.3204 -7.5637 0.0549 -0.3608 -0.3932 -0.218
H -4.5244 -0.6353 -6.5847 0.1509 -0.0382 0.1445 0.114
H -4.9924 -2.2986 -6.1249 0.0691 0.0154 0.0443 0.102
H -5.4701 -2.1760 -8.5386 0.0447 -0.0030 0.0612 0.117
H -3.9293 -1.3660 -8.8446 -0.0370 0.0034 0.0446 0.119
H -4.3218 -4.2293 -7.8547 0.0070 0.0709 -0.0128 0.117
H -3.5439 -3.7409 -9.3570 0.0208 0.0018 0.0681 0.115
H -2.0912 -4.2589 -7.0945 0.1041 0.1644 0.1071 0.105
H -1.5837 -2.9676 -8.2162 -0.0016 0.0836 0.1393 0.106
O 3.2748 8.6588 0.4308 0.1521 -0.1704 -0.1601 -0.317
S 2.6313 8.3437 -0.8204 -0.2484 -0.1085 -0.0774 0.660
O 3.0849 7.2660 -1.6687 0.1537 -0.0190 0.2649 -0.336
C 0.8802 8.1479 -0.5241 -0.3961 0.0636 0.1031 -0.230
C 0.3114 9.5527 -0.6844 0.0115 0.1162 0.0238 -0.220
C 1.0030 10.1439 -1.9167 -0.1316 0.0149 -0.0785 -0.216
C 2.5001 9.8454 -1.7906 -0.0850 0.4312 -0.3112 -0.223
H 0.7170 7.7280 0.4670 0.1760 -0.0781 -0.0521 0.114
H 0.4858 7.4749 -1.2875 0.0475 0.0096 0.0291 0.100
H -0.7730 9.5345 -0.7982 0.0569 -0.0126 0.0247 0.117
H 0.5491 10.1553 0.1969 -0.0281 -0.0668 -0.0096 0.121
H 0.6074 9.6686 -2.8186 0.0248 0.0086 0.0557 0.118
H 0.8221 11.2160 -2.0058 0.0315 -0.0601 -0.0121 0.114
H 2.9629 9.6868 -2.7635 0.1170 -0.0909 0.1474 0.103
H 3.0226 10.6383 -1.2554 0.0327 -0.1437 0.0581 0.105
O -7.3933 -3.5518 -4.5116 0.1713 0.0759 -0.2824 -0.327
S -8.1515 -4.2779 -5.5014 -0.1908 -0.2893 -0.0112 0.655
O -7.7748 -4.2979 -6.8952 0.3061 0.2743 0.1210 -0.337
C -8.3606 -5.9585 -4.9345 -0.1251 -0.3617 0.2244 -0.232
C -9.6398 -5.9204 -4.1062 -0.0525 0.0888 0.1082 -0.218
C -10.6256 -5.0594 -4.9024 -0.0901 -0.1272 -0.0180 -0.215
C -9.8743 -3.8051 -5.3597 -0.5252 0.0835 0.0338 -0.221
H -7.4870 -6.2683 -4.3629 0.0704 0.1375 -0.1088 0.106
H -8.4795 -6.5938 -5.8137 0.0550 0.0885 -0.0091 0.109
H -10.0304 -6.9226 -3.9269 0.0434 0.0529 0.0097 0.118
H -9.4437 -5.4554 -3.1357 0.0228 -0.0694 -0.0284 0.120
H -10.9744 -5.6184 -5.7753 0.0317 0.0307 0.0391 0.117
H -11.5031 -4.7979 -4.3097 0.0526 0.0045 -0.0486 0.116
H -10.2309 -3.4510 -6.3258 0.1951 0.0754 0.0325 0.103
H -9.9444 -3.0055 -4.6222 0.1527 -0.0288 -0.0433 0.107